Formula: C22H32N2O
Source: OMol25
Level of theory: ωB97M-V/def2-TZVPD

Each line ends with the natural charge from an NBO analysis.
Element x y z (Å)
C  -2.175  -4.169  1.227  -0.25
O  -1.964  -3.110  0.327  -0.51
C  -0.761  -2.457  0.361  0.28
C  0.280  -2.750  1.230  -0.32
C  1.447  -2.006  1.179  -0.13
C  1.617  -0.965  0.278  -0.05
C  2.922  -0.200  0.275  -0.22
C  2.721  1.295  0.009  -0.41
C  1.786  1.904  1.050  -0.22
N  1.387  3.259  0.695  -0.61
C  0.119  3.651  1.312  -0.24
C  -1.038  2.814  0.828  -0.11
C  -1.541  2.990  -0.455  -0.18
C  -2.521  2.166  -0.967  -0.31
C  -3.044  1.107  -0.211  0.26
N  -4.047  0.308  -0.711  -0.44
C  -4.311  0.309  -2.130  -0.40
C  -4.520  -0.822  0.053  -0.41
C  -2.528  0.928  1.078  -0.32
C  -1.552  1.766  1.579  -0.13
C  3.927  -0.883  -0.686  -0.20
C  3.522  -0.780  -2.154  -0.62
C  5.343  -0.345  -0.493  -0.61
C  0.567  -0.690  -0.594  -0.22
C  -0.601  -1.420  -0.555  -0.19
H  -1.456  -4.979  1.071  0.18
H  -2.119  -3.830  2.267  0.18
H  -3.180  -4.536  1.023  0.20
H  0.197  -3.545  1.955  0.22
H  2.243  -2.245  1.870  0.20
H  3.350  -0.293  1.281  0.20
H  3.679  1.813  0.040  0.22
H  2.292  1.448  -0.982  0.19
H  2.288  1.953  2.024  0.18
H  0.911  1.245  1.158  0.19
H  1.274  3.316  -0.314  0.34
H  -0.043  4.706  1.069  0.20
H  0.235  3.558  2.395  0.19
H  -1.159  3.796  -1.069  0.20
H  -2.883  2.358  -1.964  0.21
H  -3.398  0.158  -2.718  0.19
H  -4.768  1.254  -2.438  0.19
H  -5.005  -0.493  -2.371  0.21
H  -5.391  -1.247  -0.442  0.20
H  -3.760  -1.605  0.156  0.21
H  -4.830  -0.494  1.047  0.20
H  -2.875  0.119  1.700  0.21
H  -1.181  1.598  2.582  0.20
H  3.932  -1.947  -0.416  0.20
H  4.209  -1.359  -2.767  0.21
H  2.518  -1.171  -2.305  0.22
H  3.555  0.251  -2.495  0.20
H  5.634  -0.387  0.555  0.20
H  6.050  -0.940  -1.068  0.21
H  5.418  0.685  -0.831  0.20
H  0.643  0.114  -1.309  0.21
H  -1.413  -1.197  -1.230  0.21

Computed properties:
SMILES string   COc1ccc([C@H](CCNCc2ccc(N(C)C)cc2)C(C)C)cc1
LUMO   0.7651 eV
E_HOMO   -7.33 eV
Max |F|   0.0081 Eh/bohr
Relative energy (zero: lowest compared OMol25 entry of this formula, charge and spin)   144.7 kJ/mol
Molecular weight   340.5 g/mol
Frontier orbital gap   0.2976 hartree
Total charge   0
Multiplicity   1